168
Properties=species:S:1:pos:R:3:forces:R:3:lowdin_charge:R:1 method="wB97M-V/def2-TZVPD" homo_lumo_gap_ev=8.1 smiles="O=[N+]([O-])c1ccccc1.O=[N+]([O-])c1ccccc1.O=[N+]([O-])c1ccccc1.O=[N+]([O-])c1ccccc1.O=[N+]([O-])c1ccccc1.O=[N+]([O-])c1ccccc1.O=[N+]([O-])c1ccccc1.O=[N+]([O-])c1ccccc1.O=[N+]([O-])c1ccccc1.O=[N+]([O-])c1ccccc1.O=[N+]([O-])c1ccccc1.O=[N+]([O-])c1ccccc1" charge=0 total_energy_ha=-5241.35616
O -7.90291 -5.40330 -1.44954 -0.07 -0.32 0.06 0.07
N -6.87648 -5.59927 -0.82542 -0.05 0.02 -0.47 -0.35
O -6.50983 -6.67821 -0.40971 0.11 -0.02 0.21 0.08
C -6.03242 -4.43629 -0.61139 0.70 2.16 0.84 -0.13
C -5.03446 -4.38844 0.38550 -1.02 -1.39 -0.78 -0.01
C -4.32032 -3.23860 0.60869 -0.36 0.10 0.28 -0.06
C -4.71179 -2.05140 -0.00719 1.07 -0.17 0.70 -0.07
C -5.73355 -2.05221 -0.91870 -0.65 0.05 -0.08 -0.10
C -6.37468 -3.23314 -1.25030 -0.28 -0.85 0.03 0.00
H -4.88737 -5.26181 1.00822 0.27 -0.09 -0.20 0.12
H -3.55122 -3.30570 1.36599 0.10 0.36 -0.08 0.10
H -4.18149 -1.15136 0.27813 -0.17 0.16 -0.16 0.11
H -6.12182 -1.12232 -1.31450 0.16 -0.02 -0.15 0.12
H -7.19876 -3.22075 -1.94879 0.01 -0.07 -0.02 0.12
O -2.94675 2.39356 -1.27755 -0.08 0.21 -0.96 0.07
N -2.14871 3.24009 -0.92127 0.09 -0.74 1.39 -0.32
O -1.73983 3.27307 0.22859 0.11 0.46 -0.07 0.06
C -1.61462 4.22906 -1.83147 0.40 0.95 -0.62 -0.14
C -1.08251 5.41735 -1.34057 -0.25 0.18 0.09 0.01
C -0.58804 6.34302 -2.24438 0.63 0.26 0.08 -0.07
C -0.67515 6.15132 -3.60235 0.08 -0.78 -0.65 -0.06
C -1.15194 4.93264 -4.09445 0.47 0.91 0.32 -0.06
C -1.59017 3.98544 -3.19732 -0.89 -0.87 -0.32 -0.01
H -1.10825 5.73665 -0.30808 0.09 -0.62 0.18 0.11
H 0.01214 7.17546 -1.89581 -0.54 0.26 0.23 0.11
H -0.32622 6.89572 -4.30565 0.11 0.06 0.12 0.11
H -1.09592 4.76692 -5.16083 -0.31 -0.27 0.02 0.11
H -2.01724 3.06686 -3.58362 0.13 -0.12 0.19 0.11
O -1.21835 -4.47299 1.38474 0.76 0.15 0.61 0.06
N -1.19050 -5.66346 1.12707 -1.43 1.39 -1.54 -0.32
O -2.22723 -6.30408 1.06198 0.57 -1.05 0.53 0.07
C 0.03610 -6.19976 0.54653 0.68 0.13 0.30 -0.16
C 0.80518 -5.39306 -0.28297 -0.36 -0.05 -0.69 -0.01
C 1.91372 -5.94776 -0.92753 -0.53 -0.35 1.89 -0.04
C 2.25554 -7.28013 -0.61960 0.39 0.64 -1.37 -0.06
C 1.48253 -8.09186 0.19893 0.45 1.45 0.11 -0.05
C 0.41445 -7.47558 0.84320 -0.48 -2.22 -0.12 -0.02
H 0.46225 -4.39376 -0.51133 0.16 0.11 0.18 0.11
H 2.57664 -5.28339 -1.46046 -0.03 -0.21 -0.40 0.10
H 3.13104 -7.62000 -1.16142 0.01 -0.49 0.32 0.11
H 1.74857 -9.11392 0.41649 -0.01 -0.04 -0.05 0.11
H -0.17210 -8.14900 1.45865 -0.29 0.52 0.24 0.12
O 2.62343 2.69110 -2.32521 -0.18 -0.35 -1.30 0.08
N 2.79094 1.49815 -2.14903 0.28 0.76 1.76 -0.32
O 3.23898 1.10557 -1.07998 0.26 -0.78 -0.28 0.04
C 2.30711 0.48665 -3.07785 -0.02 -0.40 -0.46 -0.17
C 2.45481 -0.86713 -2.77693 -0.29 0.25 0.19 0.01
C 1.62484 -1.77404 -3.42501 -0.14 0.06 -0.44 -0.05
C 0.82365 -1.37069 -4.49948 0.18 0.63 0.43 -0.05
C 0.87685 -0.03493 -4.90327 -0.31 -0.21 -0.31 -0.07
C 1.56410 0.90249 -4.16505 0.23 0.39 0.20 -0.01
H 3.14783 -1.19310 -2.01528 -0.22 0.06 0.22 0.11
H 1.56354 -2.79113 -3.06263 0.22 -0.08 -0.11 0.11
H 0.11171 -2.03333 -4.97284 0.21 -0.23 -0.01 0.10
H 0.34398 0.31615 -5.77831 -0.15 -0.20 0.00 0.10
H 1.51948 1.95920 -4.39509 -0.04 -0.03 -0.01 0.12
O 3.34052 4.30630 4.64751 0.09 0.09 0.11 0.07
N 4.30702 4.95133 4.27746 -0.69 -0.75 -0.37 -0.35
O 5.13759 5.43398 5.01461 0.19 0.17 -0.05 0.08
C 4.45211 5.10999 2.82388 0.50 0.64 -1.22 -0.16
C 5.29392 6.12302 2.35625 -0.55 -1.10 0.92 0.00
C 5.43698 6.26309 0.98942 1.67 0.63 0.57 -0.08
C 4.93772 5.35480 0.08989 -0.82 -0.02 -0.41 -0.07
C 4.07369 4.35562 0.53292 0.14 1.04 0.48 -0.05
C 3.81021 4.28952 1.90170 -0.26 -1.18 0.04 -0.01
H 5.86856 6.62357 3.12458 -0.06 0.58 -0.36 0.12
H 6.15478 7.00943 0.66554 -0.19 0.05 -0.20 0.11
H 5.19606 5.49699 -0.95188 -0.12 -0.26 -0.06 0.11
H 3.54619 3.70354 -0.14797 0.18 -0.19 0.02 0.08
H 3.18088 3.45073 2.17462 -0.16 0.30 0.57 0.10
O 3.29351 8.53718 4.59953 -0.43 0.28 -0.38 0.07
N 2.34824 7.87213 4.98688 1.50 -0.66 0.16 -0.34
O 2.13510 7.64601 6.16275 -0.56 0.27 -0.22 0.08
C 1.57536 7.12545 3.98561 -1.55 -0.39 0.54 -0.15
C 1.79363 7.20679 2.63299 0.74 0.30 -1.71 -0.01
C 1.08251 6.41673 1.71615 -0.60 -0.39 1.39 -0.05
C 0.18270 5.48821 2.23246 0.30 -0.30 -0.52 -0.07
C -0.08930 5.45644 3.58562 -0.18 0.01 0.67 -0.06
C 0.55540 6.29853 4.46803 0.57 -0.18 -0.14 0.00
H 2.58915 7.79690 2.19401 0.00 0.34 0.48 0.12
H 1.18754 6.44260 0.64181 0.60 0.24 0.03 0.10
H -0.19046 4.70773 1.57749 -0.37 0.21 0.02 0.08
H -0.77808 4.76064 4.04880 -0.10 -0.18 -0.43 0.11
H 0.35291 6.17394 5.52034 0.15 0.35 0.07 0.12
O 2.41385 -2.99533 0.11815 0.26 0.06 -0.66 0.05
N 3.51488 -2.98900 0.63353 -0.10 0.30 1.36 -0.33
O 4.57420 -3.20818 0.09428 -0.09 -0.04 -0.54 0.09
C 3.54718 -2.72691 2.09936 0.16 0.07 -0.41 -0.15
C 2.37070 -2.34175 2.70339 -0.89 0.46 0.70 0.00
C 2.32095 -2.12929 4.09193 1.40 0.10 -0.11 -0.03
C 3.49005 -2.38881 4.79808 -0.15 -0.19 -0.03 -0.07
C 4.65821 -2.74654 4.13886 0.46 -0.44 1.65 -0.09
C 4.74591 -2.85050 2.79126 -0.27 0.26 -1.03 -0.01
H 1.50364 -2.13044 2.09415 -0.01 -0.22 -0.08 0.10
H 1.53412 -1.67976 4.68134 -0.60 -0.21 -0.60 0.11
H 3.52179 -2.29622 5.87620 -0.11 0.05 -0.01 0.11
H 5.52083 -3.03453 4.73156 0.09 0.48 0.00 0.12
H 5.71898 -2.89504 2.32461 -0.20 -0.57 -0.31 0.13
O 1.52375 1.64816 2.05177 0.16 -0.37 0.71 0.09
N 1.02880 1.73251 0.95481 -0.01 0.31 -0.17 -0.31
O 1.17146 2.71063 0.24041 -0.38 -0.52 -0.34 0.05
C 0.19921 0.58618 0.50077 -0.20 1.21 -0.90 -0.11
C -0.38432 -0.23261 1.43434 -0.67 -0.69 -0.11 -0.02
C -1.22224 -1.26040 0.96481 0.67 0.27 0.21 -0.05
C -1.48105 -1.38072 -0.38036 0.79 -0.67 -0.43 -0.06
C -0.92103 -0.48567 -1.30653 -1.01 -1.46 0.46 -0.05
C -0.09732 0.50192 -0.87434 0.09 0.66 0.30 -0.01
H -0.31656 -0.13187 2.50929 0.66 0.29 -0.07 0.10
H -1.53111 -2.01129 1.67977 -0.34 0.07 -0.07 0.10
H -1.93097 -2.28322 -0.77734 -0.43 0.31 0.24 0.07
H -1.15971 -0.68537 -2.34333 0.24 0.37 -0.10 0.09
H 0.20619 1.20464 -1.63781 0.55 0.30 0.50 0.11
O -2.97264 -1.93350 -8.52909 -0.41 -0.44 -0.15 0.09
N -2.69374 -1.04162 -7.76366 0.29 -0.11 -0.17 -0.36
O -1.93482 -0.13638 -8.03695 0.11 0.43 0.21 0.07
C -3.25444 -1.09493 -6.41466 -0.56 -0.23 0.30 -0.15
C -4.18203 -2.05604 -6.05735 -0.39 -0.46 -0.13 0.00
C -4.60597 -2.14505 -4.73637 -1.11 0.60 -0.20 -0.07
C -4.17633 -1.24676 -3.77698 1.52 -0.09 -0.22 -0.06
C -3.23764 -0.28023 -4.15637 -1.24 -0.48 0.53 -0.05
C -2.85164 -0.18317 -5.47878 1.69 0.84 1.01 -0.01
H -4.61832 -2.72419 -6.78733 0.24 0.01 -0.12 0.12
H -5.46841 -2.75084 -4.47976 0.36 -0.56 -0.11 0.11
H -4.38874 -1.42243 -2.73119 -0.29 0.30 -0.17 0.07
H -2.87915 0.38869 -3.38476 0.21 0.18 -0.24 0.09
H -2.04797 0.52456 -5.64481 -0.26 0.05 -0.65 0.11
O 8.05394 3.67476 0.99899 0.48 -0.20 -0.54 0.07
N 7.23872 2.88618 0.56313 -1.21 0.57 1.47 -0.35
O 6.88511 2.77028 -0.58487 0.50 -0.15 -0.53 0.08
C 6.43953 2.16312 1.59284 -0.42 -0.06 -0.04 -0.14
C 6.64412 2.40835 2.94307 -0.56 0.43 0.66 0.00
C 5.73423 1.88570 3.87168 0.88 -0.52 -0.43 -0.07
C 4.79983 0.97945 3.43813 -1.03 -2.04 -0.61 -0.07
C 4.63191 0.63391 2.09244 0.97 2.14 -0.07 -0.05
C 5.37593 1.37877 1.16464 -0.22 -1.30 0.07 -0.01
H 7.39747 3.06983 3.34407 0.27 0.02 -0.48 0.12
H 5.86765 2.02090 4.93567 0.03 0.35 -0.03 0.11
H 4.21117 0.33823 4.08728 -0.01 0.62 0.58 0.10
H 3.88516 -0.05650 1.73579 -0.12 -0.01 0.18 0.09
H 5.09347 1.23592 0.13404 0.55 0.28 -0.20 0.09
O -2.27977 -3.48253 -2.49894 -0.24 -0.28 0.28 0.05
N -2.18174 -4.28640 -3.41147 0.59 1.10 0.08 -0.33
O -1.50728 -4.05808 -4.40091 -0.28 -0.42 -0.14 0.08
C -2.87222 -5.54182 -3.30084 -0.97 -1.87 -0.72 -0.15
C -3.16623 -6.11850 -2.06624 1.25 0.65 0.34 0.00
C -3.69437 -7.40232 -1.96740 -0.64 1.54 -0.18 -0.05
C -4.23717 -7.91712 -3.12678 0.30 -1.46 -0.04 -0.07
C -3.91743 -7.42099 -4.37876 -0.20 0.97 0.07 -0.06
C -3.21678 -6.21944 -4.47920 -0.05 0.12 0.19 0.01
H -2.87760 -5.53532 -1.19996 -0.03 -0.25 0.16 0.09
H -3.83606 -7.85619 -0.99883 -0.11 0.01 0.01 0.11
H -4.85662 -8.80536 -3.06417 0.14 -0.07 -0.03 0.11
H -4.29986 -7.92847 -5.25239 0.09 0.11 -0.12 0.11
H -3.01021 -5.75605 -5.43369 0.14 -0.12 -0.04 0.12
O -0.91311 0.49276 4.80549 0.14 -0.38 -0.24 0.06
N -1.91505 0.80105 5.41296 -0.31 0.97 0.45 -0.35
O -2.08919 0.61005 6.59726 -0.17 -0.14 0.02 0.09
C -2.97170 1.54663 4.68204 0.16 0.53 -0.12 -0.13
C -4.02102 2.21816 5.32410 -0.07 -0.85 0.55 -0.01
C -5.01689 2.73126 4.54135 0.47 1.27 -2.23 -0.06
C -4.82939 2.83566 3.12206 -1.14 -0.98 0.98 -0.05
C -3.76226 2.23385 2.48424 -0.59 0.53 1.34 -0.05
C -2.83317 1.61406 3.32051 0.32 -0.60 -1.60 0.00
H -4.14128 2.30014 6.39565 0.35 -0.42 0.05 0.12
H -5.89743 3.21253 4.94038 0.06 -0.08 0.33 0.10
H -5.66226 3.21793 2.54413 0.15 0.30 -0.05 0.10
H -3.70030 2.24295 1.40777 0.36 -0.08 0.01 0.08
H -2.03370 1.11221 2.79430 0.20 -0.06 0.47 0.09